Record 1
This record from the OMol25 dataset describes a molecular structure, C18H18N2O4 at a distorted geometry. The level of theory is ωB97M-V/def2-TZVPD.

```
42
Properties=species:S:1:pos:R:3:nbo_charge:R:1
C 4.97 0.48 4.31 -0.641
C 3.94 0.60 3.09 -0.047
O 2.65 -0.05 3.52 -0.441
C 1.75 0.04 2.66 0.240
C 0.72 -0.67 3.01 -0.243
C -0.46 -0.47 2.36 -0.116
C -0.40 0.28 1.12 0.087
C 0.66 0.57 0.71 -0.209
C 1.81 0.59 1.52 -0.299
H 2.68 1.16 1.04 0.223
H 0.56 1.16 -0.11 0.240
N -1.66 -0.02 0.45 -0.491
C -2.28 -1.13 -0.11 0.680
O -2.37 -2.09 0.61 -0.544
C -3.35 -0.81 -1.09 -0.097
N -2.86 -1.10 -2.31 -0.172
C -1.55 -0.68 -2.90 0.160
C -0.46 -1.19 -2.15 -0.286
C 0.61 -0.93 -2.53 -0.138
C 0.86 0.22 -3.46 -0.222
C -0.18 0.52 -4.13 -0.160
C -1.51 0.32 -3.63 -0.256
H -2.46 0.60 -4.20 0.249
H -0.15 1.50 -4.86 0.200
H 1.80 0.18 -3.70 0.204
H 1.55 -1.27 -2.07 0.205
H -0.49 -2.02 -1.52 0.241
O -4.05 -1.08 -3.26 -0.569
H -4.07 -1.77 -3.64 0.434
C -3.43 0.92 -1.10 -0.541
C -2.22 1.16 -0.28 0.692
O -1.56 2.19 -0.30 -0.578
H -4.32 1.23 -0.47 0.247
H -3.36 1.28 -2.12 0.252
H -4.30 -1.13 -0.92 0.245
H -1.63 -1.01 2.83 0.240
H 0.59 -1.19 4.10 0.232
H 4.36 0.42 2.31 0.153
H 3.87 1.70 3.08 0.178
H 5.13 -0.58 4.69 0.216
H 4.60 1.00 5.16 0.212
H 5.98 1.09 4.27 0.220
```

Summary:
- 2S+1 = 1
- strongest force on any atom (eV/Å) = 19.76
- relative energy (zero: lowest compared OMol25 entry of this formula, charge and spin) (eV) = 17.677
- E_HOMO (eV) = -8.45
- total energy (Ha) = -1106.60704



Record 2
This record from the OMol25 dataset describes a molecular structure, C18H18N4O3PtS. The level of theory is ωB97M-V/def2-TZVPD.

```
45
Properties=species:S:1:pos:R:3:nbo_charge:R:1
Pt 0.64 0.74 0.82 0.837
O -3.27 -1.53 0.47 -0.606
C -2.69 -2.69 0.20 0.438
C -3.51 -3.77 -0.11 -0.293
C -2.95 -4.99 -0.39 -0.040
C -1.55 -5.19 -0.40 -0.240
C -0.72 -4.15 -0.12 -0.115
C -1.26 -2.86 0.19 -0.187
C -0.42 -1.78 0.48 0.581
O -0.85 -0.63 0.84 -0.656
N 0.98 -2.00 0.39 -0.139
N 1.63 -0.93 0.52 -0.176
C 3.02 -1.04 0.58 0.072
C 3.85 0.01 0.72 -0.090
C 5.27 -0.30 0.78 -0.158
C 6.19 0.67 0.94 -0.177
C 5.77 2.05 1.07 -0.056
C 4.48 2.43 1.00 -0.264
C 3.45 1.46 0.81 0.516
O 2.27 1.89 0.69 -0.543
H -2.61 -0.87 0.74 0.515
H -4.58 -3.62 -0.10 0.260
H -3.60 -5.83 -0.60 0.248
H -1.15 -6.17 -0.62 0.252
H 0.35 -4.28 -0.11 0.245
H 3.39 -2.06 0.53 0.249
H 5.57 -1.33 0.68 0.244
H 7.24 0.43 0.97 0.259
H 6.53 2.80 1.24 0.253
H 4.17 3.46 1.10 0.256
C -0.60 3.12 -1.78 -0.418
N -1.82 2.79 -1.06 -0.355
C -3.11 2.67 -1.75 -0.225
C -4.09 2.37 -0.60 -0.234
N -3.18 2.20 0.54 -0.557
C -1.93 2.50 0.22 0.373
S -0.66 2.57 1.42 -0.122
H -0.80 3.96 -2.44 0.235
H -0.27 2.27 -2.38 0.213
H 0.17 3.40 -1.07 0.241
H -3.07 1.87 -2.48 0.220
H -3.33 3.60 -2.26 0.236
H -4.67 1.47 -0.77 0.231
H -4.78 3.20 -0.41 0.232
H -3.48 2.12 1.50 0.443
```

Summary:
- net charge = +2
- 2S+1 = 1
- strongest force on any atom (eV/Å) = 0.40
- E_HOMO (eV) = -14.75
- total energy (Ha) = -1658.39676



Record 3
This record from the OMol25 dataset describes a single C18H18N4O3S2 molecule at a distorted geometry. The level of theory is ωB97M-V/def2-TZVPD.

```
45
Properties=species:S:1:pos:R:3:nbo_charge:R:1
O 3.85 3.73 4.47 -0.917
O 4.77 3.93 2.16 -0.926
N -1.63 0.52 0.28 -0.385
N -3.51 -0.03 -1.01 -0.179
N -4.36 -0.95 -1.35 -0.105
O -3.69 -4.27 -6.67 -0.666
S -2.51 -1.81 1.00 0.403
C -2.59 -0.34 0.00 0.151
C -1.03 -1.18 1.70 -0.381
C -0.73 0.06 1.24 0.083
C -3.34 -2.14 -5.58 -0.274
C -5.06 -3.67 -4.85 -0.288
C 1.05 0.44 3.04 -0.202
C 0.98 1.86 1.08 -0.200
C -3.73 -1.24 -4.58 -0.165
C -5.49 -2.75 -3.90 -0.161
C 2.25 1.01 3.43 -0.189
C 2.11 2.51 1.54 -0.138
C -3.99 -3.37 -5.69 0.322
C 0.45 0.79 1.79 -0.029
C -4.79 -1.55 -3.73 -0.084
C 2.75 2.05 2.68 -0.291
N 5.41 1.80 3.57 -0.661
C -5.16 -0.64 -2.58 -0.283
C 6.41 2.21 4.57 -0.432
C 5.96 1.11 2.40 -0.424
S 4.24 3.02 3.22 2.198
H -4.27 -5.06 -6.59 0.481
H -0.45 -1.71 2.42 0.238
H -2.52 -1.85 -6.20 0.228
H -5.52 -4.63 -4.96 0.203
H 0.64 -0.35 3.68 0.220
H 0.50 2.21 0.18 0.239
H -3.17 -0.32 -4.44 0.222
H -6.34 -3.02 -3.28 0.215
H 2.84 0.70 4.32 0.246
H 2.52 3.39 1.04 0.243
H -6.21 -0.72 -2.38 0.217
H -4.97 0.41 -2.86 0.208
H 7.11 2.96 4.13 0.188
H 5.92 2.73 5.40 0.239
H 7.01 1.35 4.98 0.211
H 6.68 0.33 2.68 0.213
H 6.46 1.85 1.77 0.203
H 5.15 0.63 1.88 0.212
```

Summary:
- 2S+1 = 1
- strongest force on any atom (eV/Å) = 4.35
- relative energy (zero: lowest compared OMol25 entry of this formula, charge and spin) (eV) = 3.841
- structure (SMILES) = CN(C)S(=O)(=O)c1ccc(-c2csc(/N=N/Cc3ccc(O)cc3)n2)cc1
- E_HOMO (eV) = -8.81
- total energy (Ha) = -1937.73830



Record 4
This record from the OMol25 dataset describes a molecular structure, C18H19BMoN6 at a distorted geometry. The level of theory is ωB97M-V/def2-TZVPD.

```
45
Properties=species:S:1:pos:R:3:nbo_charge:R:1
H 1.13 -0.41 2.75 0.249
N 0.23 -1.41 1.09 -0.344
B -0.89 -3.01 -0.52 0.525
N -0.39 -2.65 0.93 -0.309
C -0.34 -3.30 2.10 0.082
Mo 0.21 0.02 -0.38 1.394
H -0.69 -4.32 2.18 0.257
C 0.28 -2.49 3.08 -0.306
H 0.46 -2.72 4.11 0.272
C 0.64 -1.30 2.40 0.042
H -1.32 -4.15 -0.53 0.020
C 1.23 1.68 -2.11 -0.751
H 1.70 2.59 -1.71 0.278
H 0.18 1.89 -2.39 0.260
H 1.76 1.37 -3.02 0.273
N 0.34 -2.83 -1.49 -0.308
N -1.94 -1.96 -0.95 -0.304
N 0.95 -1.59 -1.59 -0.388
N -1.61 -0.60 -1.00 -0.351
C 1.01 -3.71 -2.26 0.091
C -3.22 -2.11 -1.37 0.109
H 0.69 -4.73 -2.31 0.257
H -3.61 -3.10 -1.46 0.263
C 2.08 -3.05 -2.87 -0.304
C -3.74 -0.85 -1.72 -0.297
C 2.03 -1.73 -2.42 0.031
C -2.71 0.07 -1.48 0.040
H 2.80 -3.46 -3.53 0.270
H -4.74 -0.66 -2.09 0.278
H 2.67 -0.88 -2.59 0.236
H -2.67 1.14 -1.60 0.246
H 1.41 0.85 -1.33 0.096
C 0.32 1.44 0.94 -0.427
C 0.36 2.59 1.45 0.252
C 0.54 3.88 1.97 -0.138
C 1.78 4.34 2.48 -0.147
C 1.86 5.57 3.13 -0.206
C 0.73 6.40 3.20 -0.106
C -0.48 6.01 2.60 -0.207
C -0.58 4.76 2.00 -0.143
H 2.68 3.71 2.41 0.235
H 2.79 5.87 3.60 0.250
H 0.78 7.35 3.73 0.248
H -1.35 6.67 2.64 0.250
H -1.55 4.45 1.57 0.233
```

Summary:
- net charge = +2
- 2S+1 = 3
- strongest force on any atom (eV/Å) = 3.10
- E_HOMO (spin up / spin down) (eV) = -14.29 / -14.70
- total energy (Ha) = -1118.26912



Record 5
This record from the OMol25 dataset describes 2 unconnected molecules or ions with the total composition C18H19BO6S at a distorted geometry. The level of theory is ωB97M-V/def2-TZVPD.

```
45
Properties=species:S:1:pos:R:3:nbo_charge:R:1
C 4.35 -0.82 -3.45 -1.033
B 3.54 0.63 -3.21 1.050
O 4.17 1.92 -3.61 -0.915
C 2.03 0.52 -2.49 -0.357
C 1.84 0.01 -0.94 -0.193
C 0.40 -0.16 -0.18 -0.187
C -0.96 0.21 -1.07 -0.098
C -0.80 0.74 -2.65 -0.103
C 0.68 0.90 -3.35 -0.172
C -2.25 1.05 -3.42 0.524
O -2.44 2.12 -4.21 -0.513
C -3.45 -0.06 -3.07 -0.103
C -4.50 -0.68 -4.18 -0.192
C -5.68 -1.77 -3.72 -0.215
C -5.84 -2.28 -2.15 -0.219
C -4.78 -1.65 -1.05 -0.188
C -3.62 -0.59 -1.51 -0.104
C -2.50 0.04 -0.44 0.522
O -2.80 0.35 0.83 -0.527
H 5.45 -0.67 -3.06 0.252
H 3.80 -1.60 -2.75 0.245
H 4.30 -1.18 -4.58 0.257
H 4.29 1.82 -4.61 0.497
H 2.83 -0.28 -0.35 0.244
H 0.27 -0.55 0.93 0.269
H 0.75 1.28 -4.48 0.254
H -4.40 -0.35 -5.32 0.256
H -6.46 -2.20 -4.51 0.245
H -6.65 -3.06 -1.79 0.250
H -4.84 -1.96 0.09 0.254
O 3.51 0.99 5.66 -0.921
S 2.60 0.05 5.04 2.349
O 2.61 -0.21 3.62 -0.930
O 1.08 0.43 5.49 -0.713
C 0.59 1.74 5.22 -0.078
C 0.29 1.93 3.75 -0.643
C 2.72 -1.50 5.88 -0.879
H 1.30 2.49 5.58 0.193
H -0.33 1.86 5.80 0.196
H 1.20 1.88 3.15 0.225
H -0.17 2.90 3.57 0.220
H -0.38 1.14 3.39 0.220
H 2.68 -1.33 6.96 0.253
H 3.68 -1.95 5.61 0.256
H 1.90 -2.15 5.56 0.254
```

Summary:
- 2S+1 = 1
- strongest force on any atom (eV/Å) = 8.54
- structure (SMILES) = CB(O)c1ccc2c(c1)C(=O)c1ccccc1C2=O.CCOS(C)(=O)=O
- E_HOMO (eV) = -8.82
- total energy (Ha) = -1571.13268